1.
Entry from the Open Molecules 2025 dataset: a cluster of 2 separate species, CHCl2O2P in total (the ωB97M-V functional and the def2-TZVPD basis).

Properties
* 2S+1: 1
* total charge: 0
* orbital gap (spin up / spin down): 0.2785 / 0.2791 Eh
* E_LUMO (spin up / spin down): -0.748 / -0.747 eV
* HOMO level (spin up / spin down): -0.306 / -0.307 Ha
* ΔE to the lowest compared entry with this formula, charge and spin: 528.0 kJ/mol

Each line ends with the Mulliken charge.
Positions of all 7 atoms, in Å:
C -0.646 0.895 0.178  -0.330
O 1.233 -1.949 0.545  -0.201
O 1.832 -1.122 -0.502  -0.162
P 0.262 -1.481 -0.684  0.528
Cl -2.349 0.865 0.303  -0.137
Cl -0.071 2.016 -0.940  -0.109
H -0.261 0.775 1.100  0.410



2.
Entry from the Open Molecules 2025 dataset: a structure of composition C7H12OSi (the ωB97M-V functional and the def2-TZVPD basis).

Properties
* 2S+1: 1
* total charge: 0
* orbital gap: 0.3345 Eh
* E_LUMO: -0.366 eV
* HOMO level: -0.348 Ha
* ΔE to the lowest compared entry with this formula, charge and spin: 491.4 kJ/mol

Each line ends with the Mulliken charge.
Positions of all 21 atoms, in Å:
C 0.619 -1.519 -1.815  -0.738
C -0.721 2.325 -0.412  -0.855
C 2.530 -0.006 1.256  -0.873
C 0.645 -0.312 -1.335  -0.418
C 0.052 1.508 0.343  -0.294
C 1.393 -0.567 0.988  -0.416
C 0.305 0.069 0.128  1.059
O -1.238 -0.990 0.344  -0.135
Si -2.698 -0.658 0.790  0.095
H 1.144 -1.676 -2.750  0.261
H 0.096 -2.274 -1.315  0.328
H -0.606 3.398 -0.525  0.321
H -1.113 1.796 -1.217  0.357
H 3.260 -0.708 1.692  0.254
H 2.813 0.883 0.800  0.350
H 1.126 0.418 -1.883  0.424
H 0.852 1.841 1.038  0.316
H 1.214 -1.547 1.444  0.349
H -3.102 0.542 1.752  -0.112
H -3.052 -2.093 1.185  -0.135
H -3.517 -0.428 -0.510  -0.138



3.
Entry from the Open Molecules 2025 dataset: a cluster of 11 separate species, C31H79N6O21 in total (the ωB97M-V functional and the def2-TZVPD basis).

Properties
* 2S+1: 1
* total charge: +1
* orbital gap: 0.3194 Eh
* E_LUMO: -1.634 eV
* HOMO level: -0.379 Ha

Each line ends with the Mulliken charge.
Positions of all 137 atoms, in Å:
C 5.795 -1.045 1.537  -0.956
N 4.586 -0.337 2.078  0.296
C 3.239 -0.851 1.505  0.142
C 4.719 -0.413 3.628  -0.675
C 4.652 1.116 1.570  0.417
C 5.982 1.948 1.745  -0.903
O 7.129 1.465 0.987  -0.515
H 5.585 -2.075 1.788  0.442
H 6.751 -0.663 1.960  0.354
H 5.808 -0.827 0.495  0.331
H 3.215 -0.712 0.418  -0.196
H 2.479 -0.149 1.945  0.003
H 3.185 -1.914 1.842  0.296
H 4.816 -1.494 3.776  0.428
H 3.832 0.006 4.108  0.142
H 5.592 0.158 3.962  0.315
H 3.932 1.782 2.049  -0.267
H 4.348 0.910 0.508  0.186
H 6.335 1.981 2.765  0.309
H 5.729 3.027 1.585  0.483
H 7.294 2.002 0.206  0.315
C -4.994 -3.427 -1.752  -0.754
N -4.929 -2.025 -2.392  0.162
C -3.617 -1.955 -3.203  -0.446
C -6.115 -1.797 -3.322  -0.914
C -4.910 -0.827 -1.413  -0.589
C -4.153 -1.105 -0.090  -0.658
O -2.868 -1.536 -0.304  0.131
H -5.120 -4.204 -2.526  0.345
H -5.880 -3.306 -1.098  0.410
H -4.170 -3.555 -1.042  0.138
H -2.772 -2.227 -2.582  -0.061
H -3.576 -0.894 -3.563  0.193
H -3.724 -2.691 -3.990  0.468
H -7.043 -1.731 -2.755  0.411
H -6.269 -2.599 -4.056  0.346
H -6.017 -0.894 -3.851  0.371
H -5.980 -0.722 -1.114  0.343
H -4.542 0.055 -1.960  0.236
H -4.683 -1.881 0.461  0.556
H -4.178 -0.151 0.459  0.246
H -2.444 -1.641 0.602  -0.196
C -1.073 -5.031 4.216  -0.749
N 0.120 -5.171 3.285  0.301
C 0.960 -3.875 3.131  -1.214
C 0.992 -6.281 3.900  -0.989
C -0.447 -5.514 1.867  -0.556
C 0.510 -6.023 0.773  -0.533
O 1.359 -5.053 0.358  -0.582
H -1.464 -6.034 4.531  0.332
H -1.894 -4.541 3.708  0.246
H -0.810 -4.414 5.037  0.399
H 0.236 -3.122 2.841  0.285
H 1.675 -4.101 2.328  0.413
H 1.511 -3.663 4.009  0.538
H 0.421 -7.244 3.973  0.330
H 1.363 -5.911 4.833  0.419
H 1.938 -6.331 3.340  0.383
H -0.964 -4.614 1.621  0.365
H -1.155 -6.315 2.033  0.472
H -0.232 -6.275 0.015  0.329
H 0.977 -6.962 1.172  0.289
H 1.239 -4.851 -0.669  0.363
C 2.758 1.059 -4.759  -1.669
C 2.215 2.342 -4.144  2.143
C 3.444 3.232 -3.703  -0.805
O 3.008 4.534 -3.335  -0.368
C 2.761 4.503 -1.913  -0.331
N 1.310 3.087 -4.995  -0.560
H 0.417 4.580 -4.207  0.413
H 1.812 3.600 -5.659  0.201
H 0.676 2.488 -5.467  0.175
H 3.082 0.371 -4.021  0.363
H 3.689 1.344 -5.310  0.366
H 2.071 0.608 -5.468  0.408
H 1.660 2.006 -3.234  -1.244
H 4.109 3.212 -4.565  0.454
H 4.000 2.740 -2.894  0.251
H 2.086 3.704 -1.674  0.022
H 2.185 5.472 -1.745  0.162
H 3.674 4.487 -1.322  0.352
C -1.780 4.455 4.153  -1.269
C -2.324 3.281 3.268  0.005
C -3.127 3.781 2.095  -0.604
O -3.554 2.682 1.398  -0.103
C -3.986 3.213 0.131  -0.631
N -1.118 2.534 2.870  0.618
H -1.458 1.622 2.423  -0.298
H -0.535 3.142 2.286  0.341
H -0.531 2.231 3.651  0.413
H -1.188 3.964 4.899  0.403
H -2.521 5.163 4.500  0.432
H -0.975 4.949 3.527  0.272
H -2.956 2.607 3.883  0.294
H -2.439 4.374 1.435  0.279
H -3.877 4.541 2.407  0.377
H -4.264 2.339 -0.467  -0.144
H -3.242 3.862 -0.326  0.362
H -4.800 3.896 0.317  0.464
C 1.213 -1.030 -1.620  -1.678
C 0.747 0.295 -1.146  0.514
O 1.515 1.097 -0.631  -0.517
N -0.579 0.529 -1.213  2.018
H -0.942 0.566 -2.999  0.215
H -1.132 -0.280 -1.037  -0.097
C -1.169 1.796 -0.830  -0.336
H 2.217 -1.066 -1.266  0.514
H 1.370 -1.015 -2.696  0.252
H 0.631 -1.870 -1.205  0.263
H -2.177 1.625 -0.483  -0.087
H -1.247 2.487 -1.641  -0.083
H -0.659 2.209 0.042  -0.071
O -1.100 -4.426 -3.373  -0.487
C -0.462 -4.584 -2.130  0.782
O -1.192 -4.421 -1.116  -0.536
O 0.753 -4.756 -2.170  -0.825
H -0.307 -4.685 -3.888  0.266
O -2.014 2.579 -5.030  -0.433
C -2.125 1.555 -3.997  0.409
O -0.953 1.045 -3.874  -0.321
O -3.058 1.207 -3.347  -0.526
H -2.880 2.766 -5.350  0.359
O 2.925 2.380 4.486  -0.546
C 1.730 2.362 3.713  0.470
O 1.412 1.217 3.266  -0.765
O 1.128 3.410 3.652  -0.685
H 2.838 3.305 4.797  0.293
O -0.556 -0.797 3.404  -0.451
C -1.542 -0.750 2.555  0.803
O -1.983 0.325 2.084  -0.785
O -2.034 -1.860 2.321  -0.871
H 0.042 -0.029 3.418  0.340
O -0.913 6.742 -2.446  -0.520
C -0.758 5.446 -2.850  0.663
O -1.391 4.551 -2.337  -0.491
O 0.125 5.439 -3.848  -0.470
H -0.039 7.155 -2.517  0.345



4.
Entry from the Open Molecules 2025 dataset: a cluster of 4 separate species, C24H54BrN3 in total (the ωB97M-V functional and the def2-TZVPD basis).

Properties
* 2S+1: 1
* total charge: +2
* orbital gap: 0.3195 Eh
* E_LUMO: -4.193 eV
* HOMO level: -0.474 Ha
* ΔE to the lowest compared entry with this formula, charge and spin: 112.2 kJ/mol

Each line ends with the Mulliken charge.
Positions of all 82 atoms, in Å:
Br -5.357 -15.636 0.370  -0.637
C -1.699 -12.872 0.540  -1.467
C -1.519 -13.871 -0.676  0.308
C -1.457 -15.362 -0.291  -0.442
N -1.352 -16.367 -1.525  0.262
C -1.454 -17.793 -0.845  -0.997
C -2.419 -16.254 -2.568  -0.656
C -1.999 -17.192 -3.729  -0.704
C -0.448 -17.095 -3.651  -0.815
C -0.113 -16.327 -2.406  -0.475
H -0.897 -12.881 1.279  0.431
H -2.648 -13.134 1.008  0.334
H -1.676 -11.849 0.166  0.364
H -0.735 -13.462 -1.313  0.413
H -2.448 -13.703 -1.220  -0.367
H -2.390 -15.513 0.252  0.182
H -0.688 -15.665 0.419  0.521
H -2.442 -17.932 -0.408  0.336
H -0.651 -17.899 -0.115  0.390
H -1.349 -18.611 -1.557  0.423
H -3.380 -16.336 -2.061  0.347
H -2.300 -15.214 -2.872  0.266
H -2.421 -18.188 -3.589  0.421
H -2.466 -16.789 -4.627  0.456
H -0.026 -18.100 -3.630  0.293
H 0.002 -16.680 -4.553  0.408
H 0.780 -16.792 -1.987  0.389
H -0.049 -15.265 -2.643  0.303
C -6.264 -17.367 -4.387  -1.013
C -7.491 -17.599 -3.428  -0.562
C -7.884 -16.398 -2.596  -0.069
N -9.112 -16.527 -1.703  0.202
C -10.350 -16.903 -2.505  -0.932
C -9.384 -15.284 -0.832  0.112
C -10.167 -15.814 0.387  -0.801
C -9.773 -17.296 0.507  -0.810
C -8.778 -17.586 -0.626  -0.703
H -5.430 -17.071 -3.751  -0.047
H -6.407 -16.515 -5.052  0.339
H -5.948 -18.194 -5.023  0.452
H -7.308 -18.423 -2.739  0.357
H -8.348 -17.904 -4.027  0.356
H -8.184 -15.522 -3.171  0.378
H -7.105 -16.020 -1.934  -0.158
H -10.532 -16.052 -3.161  0.327
H -11.186 -16.998 -1.812  0.427
H -10.157 -17.833 -3.038  0.334
H -9.956 -14.532 -1.376  0.545
H -8.390 -14.899 -0.603  -0.330
H -11.240 -15.769 0.203  0.354
H -9.933 -15.282 1.309  0.395
H -10.606 -17.998 0.459  0.360
H -9.278 -17.601 1.429  0.419
H -8.856 -18.566 -1.097  0.516
H -7.739 -17.396 -0.359  0.385
C -4.735 -13.807 -4.521  -1.135
C -4.758 -12.573 -3.617  -0.305
C -5.566 -12.983 -2.287  -0.276
N -5.751 -11.674 -1.436  0.655
C -4.569 -11.289 -0.581  -1.215
C -6.915 -11.941 -0.519  0.140
C -7.881 -10.728 -0.551  -0.700
C -7.085 -9.697 -1.204  -0.715
C -6.240 -10.483 -2.270  -0.735
H -4.544 -14.751 -4.010  -0.052
H -3.846 -13.698 -5.142  0.447
H -5.626 -14.010 -5.116  0.432
H -5.210 -11.787 -4.222  0.454
H -3.726 -12.370 -3.333  0.378
H -5.017 -13.756 -1.751  -0.262
H -6.549 -13.399 -2.509  0.350
H -4.778 -10.481 0.119  0.398
H -3.791 -10.875 -1.223  0.413
H -4.337 -12.182 0.000  0.302
H -6.515 -12.121 0.480  0.540
H -7.476 -12.824 -0.825  -0.453
H -8.240 -10.440 0.437  0.389
H -8.783 -10.955 -1.119  0.338
H -6.499 -9.220 -0.420  0.286
H -7.648 -8.910 -1.707  0.453
H -5.383 -9.834 -2.450  0.311
H -6.875 -10.690 -3.132  0.443



5.
Entry from the Open Molecules 2025 dataset: the ion CH4NO with charge +1 (the ωB97M-V functional and the def2-TZVPD basis).

Properties
* 2S+1: 1
* total charge: +1
* orbital gap: 0.3578 Eh
* E_LUMO: -8.462 eV
* HOMO level: -0.669 Ha
* ΔE to the lowest compared entry with this formula, charge and spin: 465.2 kJ/mol

Each line ends with the Mulliken charge.
Positions of all 7 atoms, in Å:
C 0.813 0.074 -0.038  -0.346
N -1.345 -0.363 0.080  -0.048
O -0.526 0.514 -0.031  0.153
H 1.283 0.892 -0.622  0.279
H 1.187 0.280 0.985  0.313
H 0.947 -1.075 -0.335  0.311
H -2.359 -0.322 -0.039  0.339



6.
Entry from the Open Molecules 2025 dataset: the molecule C11H13ClN2O2S (the ωB97M-V functional and the def2-TZVPD basis).

Properties
* 2S+1: 1
* total charge: 0
* orbital gap: 0.3437 Eh
* E_LUMO: 0.258 eV
* HOMO level: -0.334 Ha
* ΔE to the lowest compared entry with this formula, charge and spin: 154.8 kJ/mol

Each line ends with the Mulliken charge.
Positions of all 30 atoms, in Å:
O 3.122 -2.174 1.856  -0.664
C 2.054 -1.759 1.366  0.474
N 1.687 -2.408 0.153  -0.138
C 0.950 -1.682 -0.907  -0.776
C -0.090 -0.772 -0.279  0.052
S -1.475 -1.746 0.561  -0.097
C -3.007 -0.756 0.657  -0.926
C -3.272 0.100 -0.483  0.557
C -3.678 -0.406 -1.761  -0.646
C -3.638 0.388 -2.906  -0.339
C -3.255 1.744 -2.772  0.353
Cl -3.028 2.745 -4.227  -0.208
C -2.965 2.168 -1.497  -0.210
N -3.061 1.407 -0.341  -0.451
C 0.509 0.372 0.660  -0.858
C 1.355 -0.413 1.686  0.138
O 2.388 0.508 2.323  -0.576
H 2.053 -3.335 -0.050  0.242
H 1.569 -1.093 -1.582  0.287
H 0.414 -2.486 -1.533  0.394
H -0.677 -0.266 -1.113  0.206
H -3.908 -1.386 0.778  0.461
H -3.070 -0.122 1.526  0.381
H -3.640 -1.447 -1.839  0.388
H -3.850 0.089 -3.930  0.395
H -2.749 3.298 -1.432  0.255
H 1.085 1.078 0.064  0.423
H -0.194 1.135 1.126  0.328
H 0.619 -0.665 2.452  0.235
H 2.919 -0.169 2.817  0.321